1.
DFT (wB97M-V/def2-TZVPD) results for 10 unconnected molecules or ions with the total composition C4H25NO12.

Each atom is followed by the atoms it is bonded to, with distances in Å.
Cartesian coordinates (Å):
1 C 0.902 1.078 -0.167  O2 1.397, C3 1.540, H9 1.099, H10 1.115
2 O 1.106 0.517 -1.429  C1 1.397
3 C 0.466 0.102 0.943  C1 1.540, C4 1.543, N8 1.472, H11 1.092
4 C -0.787 -0.706 0.547  C3 1.543, C5 1.536, H12 1.095, H13 1.092
5 C -1.855 -0.744 1.651  C4 1.536, O6 1.246, O7 1.276
6 O -2.133 -1.844 2.164  C5 1.246
7 O -2.414 0.358 1.971  C5 1.276
8 N 1.612 -0.760 1.276  C3 1.472, H14 1.014, H15 1.018
9 H 0.145 1.869 -0.262  C1 1.099
10 H 1.850 1.571 0.152  C1 1.115
11 H 0.219 0.653 1.852  C3 1.092
12 H -1.220 -0.253 -0.352  C4 1.095
13 H -0.496 -1.712 0.238  C4 1.092
14 H 1.361 -1.389 2.030  N8 1.014
15 H 1.864 -1.357 0.490  N8 1.018
16 H -0.178 -3.786 0.905  O18 0.964
17 H -1.312 -3.331 1.838  O18 0.995
18 O -0.793 -4.133 1.560  H16 0.964, H17 0.995
19 H -1.997 1.860 -0.690  O21 0.974
20 H -2.652 1.526 0.751  O21 0.998
21 O -2.605 2.183 0.000  H19 0.974, H20 0.998
22 H 0.490 2.924 2.905  O24 0.995
23 H 1.832 2.204 2.665  O24 0.970
24 O 1.470 3.017 3.050  H22 0.995, H23 0.970
25 H 0.573 -0.965 -2.013  O27 1.001
26 H -0.660 -1.681 -2.583  O27 0.975
27 O 0.277 -1.852 -2.369  H25 1.001, H26 0.975
28 H 1.662 -2.803 -1.805  O30 0.976
29 H 2.986 -2.099 -1.376  O30 0.984
30 O 2.493 -2.948 -1.314  H28 0.976, H29 0.984
31 H 0.242 1.125 -2.382  O33 1.069
32 H -0.442 2.565 -2.700  O33 0.979
33 O -0.476 1.631 -2.991  H31 1.069, H32 0.979
34 H -1.636 0.421 -3.007  O36 0.988
35 H -2.780 -0.098 -2.085  O36 0.973
36 O -2.323 -0.285 -2.924  H34 0.988, H35 0.973
37 H -1.653 1.860 2.561  O39 0.993
38 H -1.546 3.087 1.670  O39 0.969
39 O -1.285 2.782 2.552  H37 0.993, H38 0.969
40 H 2.572 -0.007 -1.508  O42 1.028
41 H 3.614 -0.171 -0.442  O42 0.967
42 O 3.509 -0.407 -1.373  H40 1.028, H41 0.967

The orbital gap is 8.67 eV. The value obtained for the energy above the lowest of the compared OMol25 structures with the same formula, charge and spin is 0.0 kJ/mol. The value obtained for the total energy is -30618.29633 eV. Its total charge is -2.

Atom charges from the Mulliken analysis, given in e for atoms 1 to 5: -0.68 -0.88 0.50 0.75 0.17


2.
DFT (wB97M-V/def2-TZVPD) results for 10 unconnected molecules or ions with the total composition C4H25NO12.

Each atom is followed by the atoms it is bonded to, with distances in Å.
Cartesian coordinates (Å):
1 C -0.671 -0.599 -3.274  C2 1.558, H9 1.123, H10 1.057, H11 1.105
2 C -0.593 -1.179 -1.830  C1 1.558, N3 1.523, C6 1.494, H12 1.108
3 N -0.144 -0.111 -0.842  C2 1.523, C4 1.405, H13 1.022
4 C -0.770 0.300 0.346  N3 1.405, O5 1.171, H14 1.072
5 O -1.639 -0.273 0.884  C4 1.171
6 C -1.854 -1.738 -1.256  C2 1.494, O7 1.218, O8 1.382
7 O -2.111 -2.373 -0.249  C6 1.218
8 O -2.792 -1.344 -2.192  C6 1.382, H15 1.080
9 H -1.588 0.045 -3.197  C1 1.123
10 H -0.557 -1.169 -4.157  C1 1.057
11 H 0.088 0.204 -3.293  C1 1.105
12 H 0.104 -2.041 -1.817  C2 1.108
13 H 0.795 0.239 -1.041  N3 1.022
14 H -0.409 1.289 0.545  C4 1.072
15 H -3.834 -1.515 -1.964  O8 1.080
16 O -4.100 0.908 1.192  H17 1.009, H18 1.030
17 H -3.190 0.963 1.625  O16 1.009
18 H -3.630 0.186 0.627  O16 1.030
19 O 1.067 -0.627 3.934  H20 0.905, H21 1.011
20 H 1.251 -1.420 4.329  O19 0.905
21 H 0.082 -0.543 3.723  O19 1.011
22 O 2.068 1.828 -0.605  H23 0.936, H24 0.957
23 H 2.285 1.750 0.302  O22 0.936
24 H 2.736 2.385 -1.003  O22 0.957
25 O 0.284 4.605 -0.581  H26 0.919, H27 1.023
26 H -0.573 4.359 -0.805  O25 0.919
27 H 0.423 3.778 0.004  O25 1.023
28 O 2.410 -1.395 -0.750  H29 0.922, H30 1.019
29 H 2.263 -2.217 -0.361  O28 0.922
30 H 2.486 -0.648 -0.061  O28 1.019
31 O 2.344 0.235 1.604  H32 0.939, H33 1.101
32 H 3.158 0.214 2.071  O31 0.939
33 H 1.625 -0.228 2.299  O31 1.101
34 O -0.016 2.994 1.964  H35 0.994, H36 1.042
35 H 0.083 3.717 2.639  O34 0.994
36 H 0.836 2.421 2.137  O34 1.042
37 O 2.420 -2.878 -2.989  H38 0.926, H39 0.967
38 H 2.493 -2.282 -2.283  O37 0.926
39 H 1.808 -2.382 -3.550  O37 0.967
40 O -1.346 -1.894 2.933  H41 0.923, H42 0.944
41 H -1.176 -2.213 2.083  O40 0.923
42 H -2.115 -1.352 2.856  O40 0.944

The orbital gap is 9.84 eV. The value obtained for the energy above the lowest of the compared OMol25 structures with the same formula, charge and spin is 284.4 kJ/mol. The value obtained for the total energy is -30612.18316 eV. The structure (SMILES) is C[C@@H](NC=O)C(=O)O.O.O.O.O.O.O.O.O.O. Its total charge is 0.

Atom charges from the Mulliken analysis, given in e for atoms 1 to 5: -1.59 0.79 0.19 -0.27 -0.69


3.
DFT (wB97M-V/def2-TZVPD) results for 9 unconnected molecules or ions with the total composition C4H26N2O10.

Each atom is followed by the atoms it is bonded to, with distances in Å.
Cartesian coordinates (Å):
1 C 1.251 -1.071 -1.936  N2 1.456, C6 1.546, H9 1.140, H10 1.078
2 N 0.192 -0.072 -1.897  C1 1.456, C3 1.353, H11 1.008
3 C 0.038 0.769 -0.848  N2 1.353, O4 1.359, O5 1.220
4 O 0.912 0.449 0.142  C3 1.359, H12 0.983
5 O -0.846 1.608 -0.806  C3 1.220
6 C 0.933 -2.242 -0.979  C1 1.546, N7 1.478, H13 1.101, H14 1.079
7 N -0.150 -3.154 -1.402  C6 1.478, C8 1.498, H15 1.090
8 C -1.334 -3.178 -0.485  N7 1.498, H16 1.091, H17 1.116, H18 1.076
9 H 2.219 -0.600 -1.558  C1 1.140
10 H 1.456 -1.400 -2.942  C1 1.078
11 H -0.480 -0.168 -2.641  N2 1.008
12 H 1.303 1.126 0.739  O4 0.983
13 H 0.709 -1.948 0.058  C6 1.101
14 H 1.815 -2.858 -0.900  C6 1.079
15 H -0.622 -2.664 -2.253  N7 1.090
16 H -2.157 -3.546 -1.100  C8 1.091
17 H -1.431 -2.344 0.250  C8 1.116
18 H -1.117 -4.057 0.096  C8 1.076
19 H 2.898 0.447 1.371  O21 0.968
20 H 2.642 1.616 2.270  O21 0.966
21 O 3.287 1.296 1.625  H19 0.968, H20 0.966
22 H 3.198 0.882 -1.029  O24 0.977
23 H 4.552 0.262 -0.888  O24 0.968
24 O 3.895 0.462 -1.570  H22 0.977, H23 0.968
25 H -2.105 1.973 2.709  O27 0.987
26 H -2.148 1.204 3.982  O27 0.964
27 O -1.539 1.770 3.492  H25 0.987, H26 0.964
28 H -0.174 3.419 -2.464  O30 0.959
29 H -1.564 2.961 -1.995  O30 0.950
30 O -1.096 3.676 -2.410  H28 0.959, H29 0.950
31 H -3.170 2.345 0.563  O33 0.963
32 H -2.568 0.974 0.736  O33 0.965
33 O -2.861 1.739 1.246  H31 0.963, H32 0.965
34 H -0.041 1.120 2.906  O36 0.981
35 H 0.970 -0.017 3.392  O36 0.962
36 O 0.900 0.848 2.978  H34 0.981, H35 0.962
37 H -0.047 -2.569 3.178  O39 0.970
38 H -1.399 -2.030 3.472  O39 0.971
39 O -0.671 -2.495 3.917  H37 0.970, H38 0.971
40 H -3.173 -0.791 -2.514  O42 0.967
41 H -2.591 -1.901 -3.311  O42 0.967
42 O -2.314 -1.121 -2.811  H40 0.967, H41 0.967

The orbital gap (alpha / beta) is 9.71 / 4.55 eV. As for the multiplicity: 2. The value obtained for the energy above the lowest of the compared OMol25 structures with the same formula, charge and spin is 223.8 kJ/mol. The value obtained for the total energy is -28015.82918 eV. Its total charge is +1.

Atom charges from the Mulliken analysis, given in e for atoms 1 to 5: -0.48 0.11 0.19 -0.23 -0.61


Question: The lowest total charge belongs to which entry?
Answer: number 1


Repeat the first record exactly.
DFT (wB97M-V/def2-TZVPD) results for 10 unconnected molecules or ions with the total composition C4H25NO12.

Each atom is followed by the atoms it is bonded to, with distances in Å.
Cartesian coordinates (Å):
1 C 0.902 1.078 -0.167  O2 1.397, C3 1.540, H9 1.099, H10 1.115
2 O 1.106 0.517 -1.429  C1 1.397
3 C 0.466 0.102 0.943  C1 1.540, C4 1.543, N8 1.472, H11 1.092
4 C -0.787 -0.706 0.547  C3 1.543, C5 1.536, H12 1.095, H13 1.092
5 C -1.855 -0.744 1.651  C4 1.536, O6 1.246, O7 1.276
6 O -2.133 -1.844 2.164  C5 1.246
7 O -2.414 0.358 1.971  C5 1.276
8 N 1.612 -0.760 1.276  C3 1.472, H14 1.014, H15 1.018
9 H 0.145 1.869 -0.262  C1 1.099
10 H 1.850 1.571 0.152  C1 1.115
11 H 0.219 0.653 1.852  C3 1.092
12 H -1.220 -0.253 -0.352  C4 1.095
13 H -0.496 -1.712 0.238  C4 1.092
14 H 1.361 -1.389 2.030  N8 1.014
15 H 1.864 -1.357 0.490  N8 1.018
16 H -0.178 -3.786 0.905  O18 0.964
17 H -1.312 -3.331 1.838  O18 0.995
18 O -0.793 -4.133 1.560  H16 0.964, H17 0.995
19 H -1.997 1.860 -0.690  O21 0.974
20 H -2.652 1.526 0.751  O21 0.998
21 O -2.605 2.183 0.000  H19 0.974, H20 0.998
22 H 0.490 2.924 2.905  O24 0.995
23 H 1.832 2.204 2.665  O24 0.970
24 O 1.470 3.017 3.050  H22 0.995, H23 0.970
25 H 0.573 -0.965 -2.013  O27 1.001
26 H -0.660 -1.681 -2.583  O27 0.975
27 O 0.277 -1.852 -2.369  H25 1.001, H26 0.975
28 H 1.662 -2.803 -1.805  O30 0.976
29 H 2.986 -2.099 -1.376  O30 0.984
30 O 2.493 -2.948 -1.314  H28 0.976, H29 0.984
31 H 0.242 1.125 -2.382  O33 1.069
32 H -0.442 2.565 -2.700  O33 0.979
33 O -0.476 1.631 -2.991  H31 1.069, H32 0.979
34 H -1.636 0.421 -3.007  O36 0.988
35 H -2.780 -0.098 -2.085  O36 0.973
36 O -2.323 -0.285 -2.924  H34 0.988, H35 0.973
37 H -1.653 1.860 2.561  O39 0.993
38 H -1.546 3.087 1.670  O39 0.969
39 O -1.285 2.782 2.552  H37 0.993, H38 0.969
40 H 2.572 -0.007 -1.508  O42 1.028
41 H 3.614 -0.171 -0.442  O42 0.967
42 O 3.509 -0.407 -1.373  H40 1.028, H41 0.967

The orbital gap is 8.67 eV. The value obtained for the energy above the lowest of the compared OMol25 structures with the same formula, charge and spin is 0.0 kJ/mol. The value obtained for the total energy is -30618.29633 eV. Its total charge is -2.

Atom charges from the Mulliken analysis, given in e for atoms 1 to 5: -0.68 -0.88 0.50 0.75 0.17